(1)
Computed, not measured: a structure of composition C35H43F6O3PSSbTi, with the ωB97M-V functional and the def2-TZVPD basis.

Structure (XYZ):
```
91
C35H43F6O3PSSbTi, DFT the ωB97M-V functional and the def2-TZVPD basis
Ti -0.564 -0.223 0.598
C 0.864 0.095 2.382
C -0.002 -0.974 2.738
C 0.275 -2.051 1.800
C 1.268 -1.561 0.911
C 1.680 -0.256 1.294
C 2.978 0.442 0.946
C 2.767 1.918 0.619
C 3.697 -0.270 -0.197
C 3.851 0.336 2.211
C -0.189 -3.514 1.762
C -1.698 -3.693 1.552
C 0.516 -4.258 0.618
C 0.261 -4.191 3.065
C -0.838 -0.816 4.020
C -1.289 0.647 4.186
C 0.131 -1.146 5.172
C -2.098 -1.672 4.165
H 0.923 1.034 2.908
H 1.713 -2.126 0.109
H 2.219 2.037 -0.317
H 3.730 2.412 0.499
H 2.224 2.431 1.413
H 3.069 -0.350 -1.085
H 4.008 -1.271 0.099
H 4.592 0.286 -0.475
H 3.425 0.897 3.041
H 4.840 0.740 2.003
H 3.967 -0.702 2.522
H -2.005 -3.347 0.567
H -2.297 -3.174 2.295
H -1.935 -4.756 1.615
H 0.246 -3.850 -0.356
H 0.200 -5.301 0.633
H 1.601 -4.243 0.723
H -0.267 -3.828 3.935
H 1.329 -4.046 3.229
H 0.076 -5.261 2.990
H -0.457 1.330 4.333
H -1.911 0.718 5.076
H -1.882 0.995 3.343
H 0.969 -0.450 5.189
H 0.530 -2.158 5.094
H -0.397 -1.062 6.120
H -2.804 -1.506 3.354
H -2.594 -1.374 5.088
H -1.895 -2.730 4.251
O -3.398 -2.059 -1.464
S -2.365 -1.101 -1.545
O -2.735 0.300 -1.001
O -1.099 -1.469 -0.831
C -1.882 -0.681 -3.161
C -2.541 -1.279 -4.220
C -2.211 -0.887 -5.511
C -1.251 0.089 -5.702
C -0.596 0.668 -4.621
C -0.897 0.295 -3.314
P 0.004 1.094 -1.907
C 1.619 1.272 -2.735
C 2.205 0.123 -3.268
C 3.417 0.198 -3.929
C 4.061 1.422 -4.056
C 3.482 2.566 -3.532
C 2.259 2.496 -2.879
C -0.729 2.751 -1.821
C -1.776 3.152 -2.648
C -2.329 4.415 -2.504
C -1.843 5.285 -1.542
C -0.808 4.887 -0.708
C -0.263 3.622 -0.836
H -3.301 -2.021 -4.029
H -2.710 -1.337 -6.356
H -1.001 0.409 -6.704
H 0.157 1.421 -4.803
H 1.707 -0.837 -3.176
H 3.861 -0.696 -4.343
H 5.009 1.483 -4.572
H 3.975 3.521 -3.639
H 1.805 3.399 -2.493
H -2.175 2.486 -3.400
H -3.146 4.715 -3.144
H -2.276 6.268 -1.434
H -0.437 5.556 0.055
H 0.516 3.311 -0.151
F -0.996 1.452 0.955
Sb -3.981 0.653 0.594
F -3.303 2.399 0.537
F -5.307 1.198 -0.615
F -4.247 0.900 2.440
F -4.881 -0.988 0.702
F -2.421 -0.610 1.271
```

Results
- Spin multiplicity: 1
- LUMO energy: -3.8 eV
- HOMO level: -11.80 eV
- Gap between HOMO and LUMO: 8.03 eV
- Net charge: +1
- Energy above the lowest of the compared OMol25 structures with the same formula, charge and spin: 0.0 kJ/mol

Formally, the Löwdin partial charges of the atoms, in units of the elementary charge, are as follows: Ti 1.06; C -0.07; C -0.13; C -0.14; C -0.06; C -0.22; C -0.53; C -0.03; C -0.03; C -0.02; C -0.50; C -0.02; C -0.05; C -0.02; C -0.50; C -0.03; C -0.02; C -0.04; H 0.13; H 0.13; H 0.04; H 0.10; H 0.09; H 0.06; H 0.10; H 0.10; H 0.09; H 0.10; H 0.10; H 0.07; H 0.06; H 0.10; H 0.08; H 0.10; H 0.09; H 0.06; H 0.10; H 0.10; H 0.08; H 0.10; H 0.07; H 0.09; H 0.08; H 0.10; H 0.07; H 0.10; H 0.07; O -0.19; S 0.64; O -0.44; O -0.41; C -0.27; C -0.02; C -0.03; C -0.02; C -0.06; C -0.31; P 1.15; C -0.39; C -0.13; C -0.06; C -0.06; C -0.05; C -0.08; C -0.36; C -0.07; C -0.06; C -0.06; C -0.05; C -0.11; H 0.13; H 0.12; H 0.12; H 0.12; H 0.12; H 0.11; H 0.11; H 0.11; H 0.11; H 0.10; H 0.11; H 0.11; H 0.11; H 0.09; F -0.32; Sb 1.57; F -0.30; F -0.31; F -0.31; F -0.30; F -0.37

(2)
Computed, not measured: a structure of composition C35H43N2O8P2PtS, with the ωB97M-V functional and the def2-TZVPD basis.

Structure (XYZ):
```
92
C35H43N2O8P2PtS, DFT the ωB97M-V functional and the def2-TZVPD basis
Pt -0.939 0.077 -0.804
O -0.650 3.660 -0.911
C -1.009 2.730 -1.609
O -0.242 1.659 -1.793
C -2.328 2.757 -2.316
C -2.819 4.016 -2.663
C -4.011 4.160 -3.345
C -4.752 3.030 -3.662
C -4.297 1.775 -3.297
C -3.082 1.621 -2.631
S -2.693 -0.070 -2.263
H -2.226 4.880 -2.394
H -4.365 5.144 -3.623
H -5.695 3.122 -4.184
H -4.896 0.899 -3.517
N -1.605 -1.571 0.236
C -1.752 -2.738 -0.630
C -2.698 -3.707 -0.366
C -2.812 -4.787 -1.235
C -1.987 -4.892 -2.345
C -1.039 -3.911 -2.604
C -0.922 -2.828 -1.745
P 0.237 -1.460 -1.979
C 0.654 -1.205 -3.702
C 1.699 -1.970 -4.229
C 2.033 -1.849 -5.567
C 1.342 -0.958 -6.377
C 0.318 -0.184 -5.849
C -0.031 -0.302 -4.514
C 1.758 -1.886 -1.138
C 1.883 -3.070 -0.419
C 3.075 -3.350 0.235
C 4.126 -2.451 0.172
C 3.998 -1.266 -0.544
C 2.817 -0.978 -1.198
H -2.479 -1.295 0.710
H -0.922 -1.736 0.982
H -3.349 -3.617 0.494
H -3.559 -5.545 -1.044
H -2.092 -5.731 -3.019
H -0.408 -3.976 -3.481
H 2.254 -2.654 -3.598
H 2.840 -2.444 -5.974
H 1.611 -0.858 -7.420
H -0.207 0.523 -6.477
H -0.817 0.311 -4.101
H 1.063 -3.776 -0.370
H 3.177 -4.269 0.797
H 5.052 -2.669 0.688
H 4.820 -0.563 -0.583
H 2.706 -0.047 -1.743
N -1.094 3.125 1.998
C -2.172 2.241 2.543
C -2.492 1.149 1.521
O -3.109 0.153 1.855
O -2.030 1.435 0.356
H -0.162 2.730 2.249
H -1.163 4.085 2.327
H -1.130 3.128 0.960
H -3.056 2.825 2.784
H -1.802 1.753 3.440
C 2.687 2.775 0.774
C 2.521 2.525 2.265
C 2.216 3.808 3.019
C 3.749 1.857 2.862
O 1.311 1.694 2.471
P 1.142 0.170 1.944
O 2.321 -0.672 2.183
O 0.650 0.278 0.508
O -0.165 -0.264 2.766
C -0.117 -1.013 4.042
C 0.192 -2.465 3.711
C 0.919 -0.413 4.980
C -1.514 -0.875 4.625
H 3.610 3.330 0.599
H 1.857 3.349 0.358
H 2.740 1.833 0.228
H 3.034 4.515 2.887
H 2.094 3.611 4.085
H 1.311 4.290 2.643
H 4.575 2.568 2.820
H 4.024 0.957 2.319
H 3.575 1.586 3.904
H 1.130 -2.538 3.161
H -0.620 -2.901 3.120
H 0.277 -3.045 4.630
H 1.929 -0.552 4.599
H 0.840 -0.903 5.952
H 0.730 0.653 5.122
H -2.271 -1.013 3.853
H -1.657 0.105 5.085
H -1.663 -1.627 5.401
```

Results
- Spin multiplicity: 1
- LUMO energy: -3.1 eV
- HOMO level: -10.44 eV
- Gap between HOMO and LUMO: 7.33 eV
- Net charge: +1
- Energy above the lowest of the compared OMol25 structures with the same formula, charge and spin: 0.0 kJ/mol

Formally, the Löwdin partial charges of the atoms, in units of the elementary charge, are as follows: Pt 1.19; O 0.07; C -0.57; O -0.23; C -0.16; C -0.01; C -0.06; C -0.07; C -0.12; C -0.53; S 0.75; H 0.12; H 0.11; H 0.11; H 0.10; N -0.02; C -0.31; C 0.00; C -0.04; C -0.05; C -0.04; C -0.32; P 1.00; C -0.32; C -0.08; C -0.06; C -0.05; C -0.05; C -0.07; C -0.37; C -0.07; C -0.06; C -0.06; C -0.06; C -0.09; H 0.10; H 0.11; H 0.13; H 0.12; H 0.12; H 0.12; H 0.11; H 0.11; H 0.11; H 0.11; H 0.06; H 0.11; H 0.11; H 0.12; H 0.12; H 0.12; N 0.21; C -0.01; C -0.60; O 0.06; O -0.19; H 0.11; H 0.17; H 0.12; H 0.14; H 0.12; C -0.01; C -0.59; C -0.02; C -0.03; O -0.21; P 0.30; O -0.22; O -0.41; O -0.19; C -0.59; C -0.02; C -0.03; C -0.02; H 0.10; H 0.08; H 0.07; H 0.10; H 0.10; H 0.07; H 0.10; H 0.07; H 0.09; H 0.07; H 0.08; H 0.10; H 0.08; H 0.10; H 0.09; H 0.08; H 0.08; H 0.10